1.
{
  "formula": "C15H23O3",
  "method": "ωB97M-V/def2-TZVPD",
  "symbols": ["C", "O", "C", "C", "C", "C", "C", "O", "C", "C", "C", "H", "H", "H", "H", "H", "H", "H", "H", "H", "H", "H", "C", "C", "O", "C", "C", "C", "C", "H", "H", "H", "H", "H", "H", "H", "H", "H", "H", "H", "H"],
  "coordinates": [[-1.729, 0.824, 3.861], [-0.379, 0.782, 3.384], [-0.081, 1.150, 2.116], [1.299, 1.227, 1.775], [1.699, 1.910, 0.649], [0.814, 2.681, -0.093], [1.367, 3.472, -1.324], [0.518, 3.303, -2.415], [0.966, 2.777, -3.732], [-0.537, 2.366, 0.050], [-0.998, 1.663, 1.191], [-1.698, 0.502, 4.928], [-2.178, 1.851, 3.817], [-2.377, 0.115, 3.292], [2.001, 0.885, 2.507], [2.777, 1.820, 0.392], [2.416, 3.118, -1.599], [0.078, 2.858, -4.350], [1.768, 3.364, -4.184], [1.204, 1.697, -3.715], [-1.285, 2.635, -0.722], [-2.044, 1.652, 1.436], [-0.784, 7.122, 2.622], [-0.752, 7.067, 1.102], [0.387, 6.173, 0.766], [0.434, 5.823, -0.465], [1.572, 5.027, -1.003], [1.981, 5.609, -2.348], [2.649, 4.883, 0.063], [-1.555, 7.742, 3.021], [-0.933, 6.120, 3.018], [0.177, 7.494, 2.975], [-1.670, 6.642, 0.675], [-0.560, 8.053, 0.647], [-0.224, 6.332, -1.159], [3.038, 5.337, -2.577], [1.339, 5.298, -3.200], [1.978, 6.736, -2.286], [3.594, 4.577, -0.428], [2.805, 5.861, 0.525], [2.363, 4.142, 0.843]],
  "e_lumo_ha": -0.1837,
  "molar_mass_g_mol": 251.35,
  "e_homo_ev": -11.174,
  "gap_ev": 6.18,
  "charge": 1,
  "spin_multiplicity": 1
}

2.
{
  "formula": "C15H23O7SW",
  "method": "ωB97M-V/def2-TZVPD",
  "symbols": ["W", "C", "C", "O", "C", "C", "O", "C", "C", "O", "C", "C", "O", "H", "H", "H", "H", "H", "H", "H", "H", "H", "H", "H", "H", "H", "H", "H", "H", "C", "C", "C", "C", "C", "C", "C", "S", "O", "O", "O", "H", "H", "H", "H", "H", "H", "H"],
  "coordinates": [[0.094, 0.794, -0.199], [0.395, 3.627, -0.820], [1.813, 3.292, -0.342], [1.845, 1.892, 0.147], [2.589, 1.692, 1.405], [2.141, 0.365, 1.976], [0.693, 0.380, 1.779], [-0.210, -0.539, 2.465], [-1.594, 0.079, 2.291], [-1.636, 0.746, 0.976], [-2.493, 1.961, 0.934], [-1.942, 2.926, -0.108], [-0.486, 2.780, -0.009], [0.164, 4.671, -0.616], [0.231, 3.403, -1.874], [2.536, 3.381, -1.150], [2.103, 3.924, 0.495], [3.656, 1.697, 1.184], [2.332, 2.511, 2.075], [2.568, -0.499, 1.462], [2.364, 0.311, 3.041], [-0.124, -1.525, 2.014], [0.055, -0.580, 3.521], [-2.375, -0.679, 2.322], [-1.780, 0.839, 3.046], [-3.510, 1.654, 0.695], [-2.453, 2.403, 1.927], [-2.256, 2.702, -1.124], [-2.210, 3.947, 0.160], [-0.242, -5.359, -0.334], [-0.195, -4.002, -0.963], [-0.727, -3.791, -2.238], [-0.671, -2.548, -2.868], [-0.033, -1.517, -2.220], [0.521, -1.674, -0.931], [0.435, -2.928, -0.324], [-0.180, 0.134, -2.753], [-1.238, 0.665, -1.751], [-0.412, 0.373, -4.110], [1.014, 0.805, -2.068], [-1.222, -5.817, -0.466], [-0.007, -5.328, 0.728], [0.484, -6.016, -0.820], [-1.202, -4.617, -2.753], [-1.123, -2.395, -3.840], [1.347, -1.027, -0.582], [0.938, -3.114, 0.618]],
  "e_lumo_ha": [-0.3898, -0.4327],
  "e_above_lowest_kj_mol": 65.28,
  "molar_mass_g_mol": 531.25,
  "e_homo_ev": [-18.944, -18.939],
  "gap_ev": [8.34, 7.16],
  "charge": 3,
  "spin_multiplicity": 3
}

3.
{
  "formula": "C15H23PdS3Te",
  "method": "ωB97M-V/def2-TZVPD",
  "symbols": ["Pd", "C", "C", "S", "C", "C", "S", "C", "C", "S", "H", "H", "H", "H", "H", "H", "H", "H", "H", "H", "H", "H", "C", "C", "C", "C", "C", "C", "Te", "C", "C", "C", "H", "H", "H", "H", "H", "H", "H", "H", "H", "H", "H"],
  "coordinates": [[-1.262, 0.275, 1.197], [0.997, 0.952, -1.084], [1.135, 2.303, -0.377], [-0.346, 2.805, 0.524], [0.156, 2.958, 2.273], [1.266, 2.079, 2.844], [0.769, 0.381, 3.263], [2.056, -0.584, 2.457], [2.196, -0.483, 0.933], [0.652, -0.489, -0.036], [0.142, 0.980, -1.762], [1.893, 0.766, -1.683], [1.999, 2.315, 0.285], [1.328, 3.060, -1.140], [0.423, 4.001, 2.457], [-0.783, 2.751, 2.792], [2.132, 2.022, 2.187], [1.614, 2.563, 3.759], [3.027, -0.349, 2.901], [1.816, -1.610, 2.741], [2.746, 0.422, 0.675], [2.802, -1.326, 0.597], [-8.278, -0.039, -1.711], [-7.141, 0.127, -0.734], [-7.283, 0.883, 0.418], [-6.248, 1.022, 1.343], [-6.496, 1.866, 2.565], [-5.010, 0.388, 1.127], [-3.449, 0.597, 2.578], [-4.859, -0.388, -0.043], [-3.578, -1.103, -0.366], [-5.918, -0.495, -0.943], [-8.993, 0.782, -1.628], [-8.826, -0.969, -1.535], [-7.916, -0.067, -2.741], [-8.227, 1.389, 0.609], [-7.465, 2.366, 2.495], [-5.710, 2.613, 2.693], [-6.478, 1.258, 3.473], [-2.752, -0.374, -0.420], [-3.661, -1.651, -1.309], [-3.298, -1.791, 0.431], [-5.776, -1.093, -1.841]],
  "e_lumo_ha": 0.0906,
  "e_above_lowest_kj_mol": 0.00,
  "molar_mass_g_mol": 533.57,
  "e_homo_ev": -2.218,
  "gap_ev": 4.68,
  "charge": -1,
  "spin_multiplicity": 1
}